# 1
Entry from the OMol25 dataset: 5 unconnected molecules or ions with the total composition C5H18IN6O4 at a distorted geometry (ωB97M-V/def2-TZVPD).

Calculated values
energy = -1128.65548 a.u.
2S+1 = 1
net charge = -1
LUMO = 2.58 eV
F_max = 7.5 eV Å⁻¹
gap between HOMO and LUMO = 7.296 eV

Each line ends with the Mulliken charge.
Cartesian coordinates (Å):
1 C -1.659 0.684 6.575  0.63
2 H -6.587 -1.916 -1.320  0.29
3 H -4.917 -0.506 -0.226  0.27
4 H -6.995 -0.262 -1.240  0.32
5 H -4.698 0.519 -1.653  0.26
6 O -1.859 1.094 7.722  -0.69
7 N -0.464 0.380 6.140  -0.40
8 H -0.141 0.260 5.191  0.20
9 H 1.882 1.952 -2.474  0.18
10 N 5.430 -0.783 -1.716  -0.35
11 N 1.189 0.258 -3.897  -0.40
12 O 2.013 1.348 -5.514  -0.69
13 H 0.702 -0.240 -4.628  0.24
14 H 4.455 -0.917 -1.488  0.17
15 I 0.764 -0.537 1.146  -0.95
16 H 2.781 2.903 -3.657  0.21
17 H -6.342 -1.027 -2.795  0.29
18 O 7.480 -0.771 -0.845  -0.70
19 H -3.520 0.735 5.984  0.22
20 H 0.719 0.301 -3.004  0.19
21 O -3.859 -1.159 -1.899  -0.52
22 H -2.324 0.102 4.777  0.21
23 H -3.116 -0.963 -1.324  0.33
24 C -6.286 -0.944 -1.710  -1.03
25 H 5.705 -0.331 -2.577  0.20
26 C 6.276 -0.861 -0.788  0.68
27 N -2.604 0.427 5.692  -0.39
28 C 1.779 1.297 -4.338  0.64
29 N 5.685 -1.124 0.308  -0.40
30 H 0.259 0.607 6.808  0.22
31 H 4.679 -1.143 0.391  0.17
32 C -4.894 -0.499 -1.316  -0.22
33 H 6.300 -1.021 1.102  0.21
34 N 2.165 2.137 -3.426  -0.38


# 2
Entry from the OMol25 dataset: 3 unconnected molecules or ions with the total composition C5H18N2O2 at a distorted geometry (ωB97M-V/def2-TZVPD).

Calculated values
energy = -461.24115 a.u.
2S+1 = 1
net charge = 0
LUMO = 0.49 eV
F_max = 2.1 eV Å⁻¹
gap between HOMO and LUMO = 9.772 eV

Each line ends with the Mulliken charge.
Cartesian coordinates (Å):
1 N -0.206 -0.176 -2.640  -0.68
2 C -0.606 1.189 0.141  0.70
3 H 1.399 -2.652 -0.113  0.39
4 H -2.457 1.908 2.116  0.33
5 H 1.168 1.370 -2.167  0.35
6 H 1.590 -1.206 1.042  0.39
7 H -1.018 2.982 1.304  0.34
8 C 0.910 0.362 -1.840  -1.04
9 H -1.101 0.221 -2.372  0.31
10 N -1.312 0.337 1.106  -0.28
11 H 0.838 -0.476 0.138  -1.18
12 H -0.611 3.295 -0.368  0.34
13 H -0.020 -3.145 0.111  0.31
14 H -0.308 -1.148 -2.353  0.30
15 H 0.612 2.951 0.835  0.34
16 H 1.652 -0.409 -2.032  0.44
17 H -1.277 1.238 -0.720  0.06
18 C 0.667 0.511 -0.315  0.62
19 C -2.501 0.906 1.703  -1.01
20 H -2.839 0.192 2.458  0.38
21 H 2.273 -1.925 2.227  0.24
22 H -3.354 0.873 1.023  0.29
23 C -0.369 2.668 0.486  -1.44
24 O 2.403 -1.666 1.312  -0.70
25 O 0.768 -3.300 -0.404  -0.65
26 H -0.684 -0.008 1.821  0.24
27 H 1.607 0.975 0.012  0.62


# 3
Entry from the OMol25 dataset: 3 unconnected molecules or ions with the total composition C5H18N2O3 at a distorted geometry (ωB97M-V/def2-TZVPD).

Calculated values
energy = -536.50282 a.u.
2S+1 = 1
net charge = 0
LUMO = 0.67 eV
F_max = 1.8 eV Å⁻¹
gap between HOMO and LUMO = 9.765 eV

Each line ends with the Mulliken charge.
Cartesian coordinates (Å):
1 H -2.792 -0.890 0.364  0.42
2 H -1.798 1.281 -1.139  0.26
3 H 1.396 1.032 -1.256  0.33
4 H 0.922 -1.512 -1.318  0.34
5 H -0.458 -3.415 -0.368  0.20
6 H -1.936 -1.389 -1.561  0.38
7 O -2.341 -0.540 -1.300  -0.63
8 H 1.055 -1.527 0.566  0.31
9 H 1.519 1.690 2.150  0.23
10 C 1.490 2.564 1.468  -1.17
11 H -1.242 -2.243 0.514  0.19
12 O -2.844 -1.111 1.321  -0.69
13 C -0.130 0.029 -0.298  0.42
14 C -1.199 0.348 -1.356  -0.58
15 H -0.667 0.207 0.621  0.18
16 H 2.545 2.707 1.147  0.30
17 N -0.650 -2.431 -0.289  -0.51
18 H 3.622 -0.327 1.350  0.32
19 H 0.761 3.141 -0.420  0.35
20 H 2.771 -0.123 0.107  0.30
21 H 1.186 3.433 2.033  0.39
22 O 3.611 -0.503 0.407  -0.69
23 H -0.419 2.129 0.560  0.31
24 N 0.982 0.998 -0.337  -0.16
25 H -2.602 -0.351 1.859  0.27
26 C 0.614 2.288 0.238  -0.46
27 C 0.389 -1.429 -0.357  -0.97
28 H -0.760 0.318 -2.378  0.36